{
  "formula": "C5H9N2",
  "method": "ωB97M-V/def2-TZVPD",
  "homo_energy_ha": -0.5529,
  "orbital_gap_ev": 8.52,
  "largest_force_ev_per_a": 5.2,
  "charge": 1,
  "lumo_ev": -6.526,
  "energy_ha": -305.007218,
  "symbols": ["C", "C", "C", "C", "C", "N", "N", "H", "H", "H", "H", "H", "H", "H", "H", "H"],
  "positions_angstrom": [[-0.9817, -0.7258, 0.5229], [0.4273, -1.0220, 1.0745], [0.9834, -2.0994, 1.9039], [0.0357, 1.5832, -1.9959], [-0.8020, 1.5837, -0.7402], [0.9833, 0.0127, 0.5185], [-0.4059, 0.4003, 0.0359], [-1.9305, -1.1784, 0.2592], [0.7023, -3.1216, 1.4231], [0.6687, -2.1300, 2.9590], [2.1400, -1.8251, 1.8915], [1.1322, 1.9791, -1.9191], [-0.0028, 0.4728, -2.3545], [-0.4660, 2.2364, -2.7526], [-1.8929, 1.3837, -0.6988], [-0.5913, 2.4505, -0.1275]],
  "nbo_charge": [0.19, 0.30, -0.71, -0.64, -0.23, -0.19, -0.07, 0.26, 0.28, 0.29, 0.28, 0.27, 0.22, 0.26, 0.24, 0.25]
}